(1)
18
Properties=species:S:1:pos:R:3:forces:R:3 method="wB97M-V/def2-TZVPD" e_above_lowest_kcal_mol=46.0 largest_force_ev_per_a=3.16 smiles="CCCNC=O.O" energy_ha=-364.19483 charge=0 homo_energy_ev=-9.71
C -0.891 -0.113 2.128 -1.231 -2.833 -0.444
C -1.078 1.023 1.155 0.678 2.099 1.564
C -0.156 1.264 -0.046 1.339 -2.546 -1.313
N 0.814 2.339 -0.159 0.188 0.342 1.198
C 2.137 2.145 0.242 -0.847 0.808 -0.643
O 2.933 3.000 0.521 -0.025 0.068 -0.225
H -1.176 0.049 3.156 -0.089 1.029 0.302
H -1.481 -1.059 1.970 0.441 0.773 -0.664
H 0.114 -0.445 2.169 1.249 -0.215 -0.039
H -2.134 1.225 0.948 0.307 -0.025 -0.147
H -0.705 1.797 1.827 -0.646 0.937 -0.079
H 0.421 0.312 -0.265 -0.639 0.629 0.216
H -0.700 1.464 -0.923 -1.403 -0.455 -1.014
H 0.602 2.998 -0.897 0.318 0.359 0.683
H 2.382 1.098 0.168 0.360 -0.972 0.605
O -0.026 -5.697 -3.796 0.531 -0.172 1.415
H -0.913 -5.846 -3.489 -0.539 -0.137 0.430
H -0.142 -5.554 -4.708 0.007 0.310 -1.845

=====

(2)
18
Properties=species:S:1:pos:R:3:forces:R:3 method="wB97M-V/def2-TZVPD" e_above_lowest_kcal_mol=17.0 largest_force_ev_per_a=2.53 energy_ha=-364.24106 charge=0 homo_energy_ev=-9.51
O 1.066 0.267 -1.880 0.498 -0.277 2.467
C 1.893 -0.124 -0.926 0.171 -0.052 -0.096
O 1.806 0.142 0.286 0.070 -0.271 -1.698
H 2.731 -0.777 -1.295 -0.448 0.445 0.190
C -1.013 0.684 0.737 -0.793 0.102 0.457
C -1.267 -0.794 0.450 0.917 -0.428 -1.098
C -1.342 -1.655 1.712 0.390 0.791 -0.117
N -0.717 1.424 -0.516 0.260 0.257 0.722
H -1.881 1.143 1.263 0.502 -0.250 -0.276
H -0.128 0.769 1.352 0.114 0.053 0.176
H -0.407 -1.152 -0.203 -1.055 0.318 0.850
H -2.170 -0.925 -0.166 0.082 0.113 0.199
H -0.394 -1.599 2.244 0.157 -0.027 0.018
H -2.096 -1.285 2.403 -0.266 -0.134 -0.016
H -1.514 -2.690 1.463 -0.235 -0.303 -0.020
H 0.217 0.790 -1.099 0.030 0.436 -1.321
H -1.535 1.425 -1.113 0.018 0.232 -0.147
H -0.407 2.398 -0.317 -0.411 -1.005 -0.288

=====

(3)
18
Properties=species:S:1:pos:R:3:forces:R:3 method="wB97M-V/def2-TZVPD" e_above_lowest_kcal_mol=24.6 largest_force_ev_per_a=2.59 smiles="CCCNC=O.O" energy_ha=-364.22896 charge=0 homo_energy_ev=-9.21
C -0.235 -1.280 -1.812 1.578 -1.146 -1.326
C -1.334 -0.922 -0.840 -0.309 2.470 -0.716
C -1.072 0.535 -0.284 -0.972 -0.932 -2.077
N 0.128 0.505 0.482 0.640 0.972 0.970
C 0.182 1.259 1.615 -0.360 0.033 -0.052
O -0.757 1.909 2.036 0.194 -0.042 0.077
H -0.565 -1.553 -2.832 -0.409 0.192 0.499
H 0.386 -2.131 -1.537 -0.227 -0.102 0.363
H 0.538 -0.513 -2.011 -0.685 0.118 0.385
H -1.605 -1.649 -0.069 0.330 0.152 -0.172
H -2.170 -0.725 -1.498 -0.844 -0.454 0.203
H -1.961 0.910 0.249 0.807 -0.269 0.346
H -1.001 1.229 -1.197 0.148 -0.892 1.118
H 0.993 0.153 0.060 -0.582 0.012 0.377
H 1.123 1.221 2.177 0.271 -0.140 -0.194
O 2.383 -1.246 -0.485 -0.298 0.585 0.445
H 2.825 -1.307 -1.332 0.356 -0.420 0.126
H 2.698 -1.891 0.152 0.361 -0.138 -0.372

=====

(4)
18
Properties=species:S:1:pos:R:3:forces:R:3 method="wB97M-V/def2-TZVPD" e_above_lowest_kcal_mol=198.3 largest_force_ev_per_a=6.84 energy_ha=-363.95212 charge=0 homo_energy_ev=-8.84
C 0.761 -0.335 1.349 1.406 -1.809 3.338
O 0.849 -1.830 1.818 -0.568 2.130 -0.116
C -0.432 -0.242 0.373 4.209 -0.862 -0.192
C -0.368 1.162 -0.081 -5.471 -2.618 -3.157
C -1.404 1.391 -1.289 1.541 0.939 1.181
O 1.934 -0.011 -1.207 -0.989 -0.390 -0.290
N -0.272 -1.335 -0.605 -0.207 1.372 0.451
H 1.694 -0.195 0.739 -0.926 0.250 0.938
H 0.663 0.414 2.348 0.251 -2.157 -2.707
H -1.304 -0.588 0.816 -2.373 0.426 1.573
H -0.599 1.965 0.560 1.399 0.842 1.525
H -1.835 2.424 -1.270 0.575 -0.829 0.034
H -2.198 0.667 -1.070 0.182 -0.102 -0.372
H -0.947 1.216 -2.252 -0.129 -0.267 -0.302
H 1.288 0.634 -0.851 0.777 1.526 -0.330
H 0.554 -0.879 -1.139 0.482 -1.532 -0.399
H -0.137 -2.260 -0.087 0.304 2.098 -0.919
H 1.753 -2.198 1.847 -0.462 0.983 -0.257